(1)
The following is a DFT calculation (the ωB97M-V functional and the def2-TZVPD basis) of a gas-phase ion, C5H12N2 (charge -1).

Atoms and positions in Å:
N  0.8031  0.3936  -1.2216
C  -0.2709  -0.2667  -1.9607
C  -1.2016  -0.8211  -0.8908
C  -0.2467  -1.1046  0.2598
C  0.7146  0.0717  0.1964
C  0.2471  1.2816  0.9960
N  0.2415  1.1391  2.4443
H  1.7173  0.1505  -1.5971
H  0.1013  -1.0704  -2.6030
H  -0.7932  0.4728  -2.5930
H  -1.9616  -0.0985  -0.5741
H  -1.7091  -1.7431  -1.2103
H  0.3192  -2.0119  0.0127
H  -0.7447  -1.2102  1.2256
H  1.6991  -0.2112  0.5924
H  -0.7504  1.5876  0.6590
H  0.8858  2.1342  0.7408
H  1.1879  1.0149  2.7909
H  -0.2388  0.2917  2.7326

* molar mass: 100.16 g mol⁻¹
* HOMO energy (alpha / beta): 1.353 / -4.783 eV
* 2S+1: 2
* total charge: -1
* HOMO-LUMO gap (alpha / beta): 3.071 / 8.997 eV

Here are the natural (NBO) charges for atoms 1 to 2, given in e: -0.68, -0.35



(2)
The following is a DFT calculation (the ωB97M-V functional and the def2-TZVPD basis) of a single C5H12N2 molecule.

Atoms and positions in Å:
C  1.6754  0.1041  0.9547
C  1.1155  0.1982  -0.5531
C  0.0229  1.3507  -0.5606
C  -1.6894  -0.2943  0.0865
C  -0.5984  -1.3358  0.2703
H  2.5248  0.6803  1.0709
H  1.7584  -1.0279  1.0917
H  0.7882  0.4828  1.4696
H  1.7126  0.4434  -1.3941
H  0.5480  2.2665  -0.3159
H  -0.5051  1.4042  -1.4464
H  -1.6949  1.8365  0.5609
H  -2.7036  -0.5007  0.5900
H  -1.9563  -0.2926  -1.0071
H  -0.9974  -2.2974  0.1204
H  -0.1555  -1.2621  1.3041
H  1.1561  -1.7525  -0.6923
N  -1.0164  1.0508  0.4681
N  0.4976  -1.0676  -0.8308

* molar mass: 100.17 g mol⁻¹
* HOMO energy: -8.676 eV
* SMILES: C[C@@H]1CNCCN1
* 2S+1: 1
* HOMO-LUMO gap: 9.831 eV

Here are the natural (NBO) charges for atoms 1 to 2, given in e: -0.65, -0.05



(3)
The following is a DFT calculation (the ωB97M-V functional and the def2-TZVPD basis) of a single C5H12N2 molecule.

Atoms and positions in Å:
C  1.3814  -0.0220  -1.2909
C  0.3634  -1.1372  -1.0112
C  -0.3370  -1.1810  0.3563
N  -2.2387  2.0829  1.1957
C  -1.8841  0.8356  0.7035
C  -0.7503  0.1808  0.9118
N  2.6301  -0.4600  -0.6165
H  0.9902  0.8903  -0.8018
H  1.6205  0.1518  -2.3304
H  0.9344  -2.0762  -1.1194
H  -0.4329  -0.9806  -1.7559
H  -1.0706  -2.0062  0.3611
H  0.3960  -1.5696  1.1079
H  -3.1929  2.2143  1.4647
H  -1.6388  2.8505  1.4436
H  -2.6553  0.4636  0.0250
H  0.0575  0.7116  1.3879
H  3.3181  0.1649  -0.1765
H  2.5091  -1.1134  0.1451

* molar mass: 100.16 g mol⁻¹
* HOMO energy: -8.096 eV
* SMILES: N/C=C/CCCN
* 2S+1: 1
* HOMO-LUMO gap: 9.237 eV

Here are the natural (NBO) charges for atoms 1 to 2, given in e: -0.21, -0.40



(4)
The following is a DFT calculation (the ωB97M-V functional and the def2-TZVPD basis) of a single C5H12N2 molecule.

Atoms and positions in Å:
N  0.1555  -1.3757  1.7358
C  0.6138  -0.4903  0.7536
C  0.3151  -1.1603  -0.6845
C  0.5857  -0.3881  -1.8818
C  -0.4092  0.3499  -2.4623
C  -0.2865  0.7717  0.6973
N  -0.2357  1.5748  1.9153
H  -0.7620  -1.8468  1.3904
H  -0.3012  -0.7498  2.3796
H  1.7569  -0.5066  0.8003
H  -0.7341  -1.4130  -0.6524
H  0.7095  -2.2628  -0.7342
H  1.6731  -0.1297  -2.1520
H  -1.4841  0.1476  -2.3677
H  -0.1930  1.1819  -3.1715
H  -1.2346  0.3520  0.4981
H  0.1047  1.4749  -0.0816
H  -0.9743  2.3226  2.1245
H  0.7004  2.1477  1.8932

* molar mass: 100.16 g mol⁻¹
* HOMO energy: -8.818 eV
* SMILES: C=CC[C@H](N)CN
* 2S+1: 1
* HOMO-LUMO gap: 9.789 eV

Here are the natural (NBO) charges for atoms 1 to 2, given in e: -0.81, -0.05